[1]
A structure of composition C43H42CrN3O4PS, computed with the ωB97M-V functional and the def2-TZVPD basis.

As for the spin multiplicity: 2. As for the net charge: +1. The expectation value of S² is 0.764. The value obtained for the orbital gap (spin up / spin down) is 8.024 / 8.235 eV.

Each line ends with the Mulliken spin population.
Atoms and positions in Å:
Cr  1.012209  0.374693  0.527622  1.12
C  2.002003  4.407213  1.198389  0.00
C  1.201091  4.311997  -0.074821  0.00
C  1.271738  5.338127  -1.007957  0.00
C  0.545826  5.277387  -2.186759  0.00
C  -0.249636  4.174091  -2.439979  0.00
C  -0.351738  3.127383  -1.526166  -0.02
C  -1.284947  1.988512  -1.848499  0.01
C  0.377885  3.204718  -0.335631  0.01
N  0.317789  2.173362  0.660903  -0.02
C  -0.334917  2.472675  1.841317  0.02
O  -1.097104  3.392460  2.043237  0.00
C  0.044240  1.489043  2.918184  0.00
C  -0.226360  1.560276  4.268746  0.00
C  0.373539  0.622451  5.105120  0.00
C  1.260200  -0.316145  4.585060  0.00
C  1.477886  -0.309982  3.222728  -0.02
N  0.841215  0.546235  2.436336  -0.01
C  2.462901  -1.123474  2.427440  0.01
O  3.105586  -2.031555  2.893075  0.00
N  2.513098  -0.636649  1.125927  0.00
C  3.442483  -1.258661  0.227647  -0.01
C  3.134525  -2.489110  -0.357902  -0.01
C  1.818508  -3.161627  -0.084950  0.00
C  4.068593  -3.065014  -1.211663  0.00
C  5.275527  -2.433476  -1.477474  0.00
C  5.555071  -1.205738  -0.901540  0.00
C  4.641449  -0.598331  -0.046974  0.00
C  4.939017  0.735585  0.590823  0.00
H  2.853915  5.072926  1.063301  0.00
H  2.369069  3.431624  1.519737  0.00
H  1.386734  4.815164  2.005537  0.00
H  1.899192  6.197118  -0.799289  0.00
H  0.597449  6.088044  -2.903092  0.00
H  -0.825577  4.123731  -3.358783  0.00
H  -1.266103  1.772871  -2.919326  0.00
H  -2.312360  2.261293  -1.591300  0.00
H  -1.038698  1.081095  -1.307688  0.00
H  -0.867967  2.346422  4.642712  0.00
H  0.177211  0.645452  6.169299  0.00
H  1.786011  -1.028514  5.206397  0.00
H  0.989117  -2.462762  -0.204421  0.01
H  1.785159  -3.552500  0.935187  0.00
H  1.663630  -3.991045  -0.774658  0.00
H  3.847189  -4.027682  -1.660179  0.00
H  6.000002  -2.904280  -2.130872  0.00
H  6.499260  -0.714001  -1.108562  0.00
H  5.777780  1.224366  0.096508  0.00
H  5.197362  0.609654  1.645338  0.00
H  4.071109  1.397127  0.555382  0.00
C  2.667271  1.806955  -2.957254  0.00
S  2.398401  0.080571  -2.549283  0.00
C  1.418740  -0.358604  -3.977348  0.00
O  1.340657  0.109581  -1.450661  -0.03
H  3.001294  1.886983  -3.991871  0.00
H  3.434705  2.198753  -2.289909  0.00
H  1.725887  2.335957  -2.799721  0.00
H  2.051901  -0.321136  -4.863714  0.00
H  0.578585  0.332397  -4.047753  0.00
H  1.061922  -1.375648  -3.816816  0.00
O  -0.970470  -0.326913  0.622037  -0.07
P  -2.243957  -1.073599  0.316295  0.01
C  -3.652612  0.025859  0.227274  0.00
C  -3.554197  1.306552  0.762354  0.00
C  -4.650568  2.155620  0.719665  0.00
C  -5.841866  1.721964  0.155060  0.00
C  -5.947210  0.435753  -0.363212  0.00
C  -4.854838  -0.416013  -0.328193  0.00
C  -2.098822  -1.949101  -1.247628  0.00
C  -2.535316  -1.377604  -2.442189  0.00
C  -2.254068  -2.002419  -3.648339  0.00
C  -1.526234  -3.185392  -3.667245  0.00
C  -1.086074  -3.756897  -2.479411  0.00
C  -1.373312  -3.142543  -1.270203  0.00
C  -2.567999  -2.271441  1.612996  0.00
C  -3.334226  -3.416536  1.407100  0.00
C  -3.585589  -4.274090  2.467468  0.00
C  -3.079903  -3.988553  3.728845  0.00
C  -2.319374  -2.845342  3.937177  0.00
C  -2.063679  -1.984126  2.881300  0.00
H  -2.625987  1.646101  1.202356  0.00
H  -4.567437  3.156005  1.124575  0.00
H  -6.695424  2.386799  0.118179  0.00
H  -6.880320  0.097541  -0.795145  0.00
H  -4.932724  -1.418770  -0.735013  0.00
H  -3.097492  -0.451275  -2.426155  0.00
H  -2.614099  -1.571750  -4.574298  0.00
H  -1.304868  -3.666275  -4.611999  0.00
H  -0.528070  -4.684664  -2.495762  0.00
H  -1.046284  -3.589042  -0.338128  0.00
H  -3.723864  -3.643145  0.420881  0.00
H  -4.174335  -5.168224  2.308053  0.00
H  -3.278815  -4.662350  4.552427  0.00
H  -1.925193  -2.626641  4.921480  0.00
H  -1.471300  -1.087846  3.028263  0.00

Atomic forces in eV per Å
Cr -1.0 0.3 -1.2
C -0.1 0.1 0.0
C 0.1 -0.1 0.0
C 0.0 0.0 0.0
C 0.0 0.0 0.0
C 0.0 0.0 -0.1
C -0.1 -0.1 0.0
C 0.0 0.1 0.1
C 0.0 0.0 0.1
N 0.2 0.0 0.1
C 0.0 -0.1 -0.3
O 0.0 0.1 0.0
C 0.1 0.1 -0.3
C -0.1 0.1 0.1
C 0.0 0.0 0.0
C 0.0 0.0 0.1
C 0.0 0.0 -0.2
N -0.1 -0.1 0.9
C 0.1 0.2 -0.2
O 0.1 -0.1 0.0
N -0.2 -0.4 0.2
C 0.0 0.0 0.1
C 0.0 0.0 -0.1
C 0.1 0.0 0.1
C 0.0 0.0 0.0
C 0.0 -0.1 0.0
C 0.0 0.0 -0.1
C -0.1 0.1 0.1
C 0.0 -0.2 0.0
H 0.0 0.0 0.0
H 0.0 0.0 0.0
H 0.0 -0.1 0.0
H 0.0 0.0 0.0
H 0.0 0.0 0.0
H 0.0 0.0 0.0
H 0.0 0.0 0.0
H 0.0 0.0 0.0
H 0.0 0.0 0.0
H 0.0 0.0 0.0
H 0.0 0.0 0.0
H 0.0 0.0 0.0
H 0.0 0.0 0.0
H 0.0 0.0 0.0
H 0.0 0.0 0.0
H 0.0 0.0 0.0
H 0.0 0.0 0.0
H 0.0 0.0 0.0
H 0.0 0.0 0.0
H 0.0 0.0 0.0
H 0.0 0.1 0.0
C 0.1 0.0 0.1
S 0.0 0.1 -0.1
C 0.0 -0.1 0.1
O -0.2 -0.1 0.2
H 0.0 0.0 0.1
H 0.0 0.0 0.0
H 0.0 0.0 -0.1
H 0.0 0.0 0.0
H 0.0 0.0 0.0
H 0.0 0.0 0.0
O 1.0 0.2 0.2
P 0.0 -0.3 -0.2
C 0.0 0.0 0.0
C 0.0 0.0 0.0
C 0.0 0.0 0.0
C 0.0 0.0 0.0
C 0.0 0.0 0.0
C 0.0 0.0 0.0
C 0.0 -0.1 0.1
C 0.0 0.0 0.0
C 0.0 0.0 0.0
C 0.0 0.0 0.0
C 0.0 0.0 0.0
C -0.1 0.0 0.0
C 0.1 0.0 0.0
C 0.0 0.0 0.0
C 0.0 0.0 0.0
C 0.0 0.0 0.0
C 0.0 0.0 0.0
C 0.0 -0.1 0.0
H 0.0 0.0 -0.1
H 0.0 0.0 0.0
H 0.0 0.0 0.0
H 0.0 0.0 0.0
H 0.0 0.0 0.0
H 0.0 0.0 0.0
H 0.0 0.0 0.0
H 0.0 0.0 0.0
H 0.0 0.0 0.0
H 0.0 0.0 -0.1
H 0.0 0.0 0.0
H 0.0 0.0 0.0
H 0.0 0.0 0.0
H 0.0 0.0 0.0
H 0.0 0.0 0.0



[2]
The molecule C8H10N2O2, computed with the ωB97M-V functional and the def2-TZVPD basis.

As for the spin multiplicity: 1. As for the net charge: 0. The value obtained for the energy above the lowest of the compared OMol25 structures with the same formula, charge and spin is 533.7 kJ/mol. The value obtained for the orbital gap (spin up / spin down) is 7.513 / 6.714 eV.

Each line ends with the natural charge from an NBO analysis.
Atoms and positions in Å:
C  2.209489  1.247381  0.731525  -0.06
C  1.052104  0.962553  0.481711  0.11
C  -2.372248  0.110725  -0.535609  0.73
C  -1.492357  2.385250  -0.367249  0.86
C  -1.006228  -0.418301  -0.113114  0.00
C  3.534806  1.746825  0.658518  -0.68
C  -0.291217  -0.871277  -1.386719  -0.61
C  -1.194528  -1.591332  0.804812  -0.60
N  -2.417916  1.540205  -0.659765  -0.70
N  -0.202209  0.637933  0.703365  -0.53
O  -3.206048  -0.588511  -1.036669  -0.52
O  -1.078520  3.456263  -0.380582  -0.44
H  3.674179  2.670536  1.254078  0.23
H  4.207438  1.066067  1.147065  0.23
H  3.911312  1.760471  -0.372070  0.23
H  0.682141  -1.235045  -1.372912  0.23
H  -0.248153  0.156103  -1.938599  0.20
H  -0.833650  -1.610314  -2.014385  0.23
H  -0.196359  -1.947312  1.084370  0.22
H  -1.641353  -2.411933  0.358248  0.22
H  -1.722950  -1.295883  1.705332  0.22
H  -3.308360  1.716618  -1.201466  0.43

Atomic forces in eV per Å
C -1.3 0.1 -0.8
C 0.0 -0.7 0.7
C 2.2 -0.3 -1.0
C 2.2 -2.6 1.7
C 2.1 0.1 1.5
C 1.5 0.3 0.3
C -2.2 3.0 -2.3
C 1.4 0.8 1.5
N -3.7 -1.2 -1.4
N -3.6 0.5 -2.2
O -0.4 0.8 0.7
O 0.1 1.6 -0.3
H -0.2 -0.1 -0.8
H 0.4 -0.6 0.4
H -0.1 0.7 0.2
H 1.9 -0.4 1.1
H 0.2 -1.9 0.1
H -0.2 0.7 0.6
H -0.1 0.2 0.2
H -1.3 -1.4 -1.1
H -0.1 -0.1 0.2
H 1.2 0.7 0.7



[3]
A cluster of 5 separate species, CH14N3O4 in total, computed with the ωB97M-V functional and the def2-TZVPD basis.

As for the spin multiplicity: 1. As for the net charge: +1. The value obtained for the energy above the lowest of the compared OMol25 structures with the same formula, charge and spin is 349.7 kJ/mol. The value obtained for the orbital gap is 11.160 eV.

Each line ends with the natural charge from an NBO analysis.
Atoms and positions in Å:
N  0.513839  0.025166  0.434433  -0.72
C  -0.058647  0.093068  -0.824748  0.71
N  -0.257222  1.307853  -1.307669  -0.76
N  -0.058785  -1.089353  -1.629024  -0.83
H  0.584998  -0.785491  0.872890  0.40
H  0.412029  0.696187  1.046836  0.40
H  -0.596384  1.659688  -2.148112  0.42
H  -0.476772  2.138241  -0.607011  0.46
H  0.165431  -1.108097  -2.607312  0.43
H  0.117963  -1.950877  -1.069386  0.43
H  1.304449  -3.665136  0.808501  0.50
H  -0.150372  -3.501434  0.905299  0.49
O  0.647143  -2.911976  0.618077  -0.98
H  3.282660  1.044031  -1.670629  0.51
H  2.753629  -0.657851  -1.682697  0.51
O  2.618625  0.347752  -1.687285  -1.02
H  -2.721789  1.933188  -0.288202  0.48
H  -2.155345  1.973441  1.055009  0.46
O  -2.025638  2.192369  0.286135  -0.92
H  -1.731708  0.045600  2.988781  0.50
H  -0.991661  1.397488  3.636302  0.51
O  -1.176442  0.816144  2.869812  -1.00

Atomic forces in eV per Å
N -1.5 -0.4 -7.0
C 2.8 -1.2 -1.1
N -0.1 2.0 3.3
N -0.4 1.4 3.4
H 0.5 -4.9 1.8
H -0.9 4.8 3.4
H -0.5 -0.8 -2.2
H 0.8 -2.7 -1.2
H -0.1 0.5 -0.1
H 0.0 1.0 -0.8
H -0.6 2.0 -0.6
H 1.4 2.0 -0.8
O -0.9 -4.1 1.5
H 0.8 -1.3 0.0
H 1.1 3.0 0.0
O -1.7 -1.7 -0.2
H -1.0 -0.3 -0.4
H -2.4 -3.7 13.0
O 2.8 4.4 -11.9
H -0.1 0.2 1.0
H -0.7 -1.2 -0.3
O 0.8 1.1 -0.8



[4]
A cluster of 2 separate species, C10H16NOS in total, computed with the ωB97M-V functional and the def2-TZVPD basis.

As for the spin multiplicity: 3. As for the net charge: +1. The expectation value of S² is 2.036. The value obtained for the orbital gap (spin up / spin down) is 6.988 / 5.177 eV.

Each line ends with the natural charge from an NBO analysis.
Atoms and positions in Å:
C  -1.164576  1.963197  -2.138485  -0.23
C  -0.087541  2.687937  -2.505544  -0.40
C  -0.630994  3.140070  -0.172653  -0.50
C  -1.427141  2.049493  -0.675243  -0.20
C  -3.435647  0.334038  0.100406  -0.11
C  -2.395911  1.303532  -0.109497  0.29
C  -0.618296  -2.220221  -0.888674  -0.59
C  2.351572  0.160593  2.101650  -0.60
C  0.589341  -1.449245  -0.323347  -0.28
C  1.248366  0.700892  1.040898  -0.27
N  0.414970  -0.351771  0.578729  -0.12
O  -2.791936  1.123575  1.108362  -0.44
S  0.522429  3.732287  -1.237500  0.48
H  -1.668991  1.352017  -2.882577  0.23
H  0.283374  2.653397  -3.532003  0.25
H  -0.880625  3.407476  0.879814  0.25
H  -4.410231  0.670310  -0.207100  0.22
H  -3.112567  -0.625286  0.174651  0.18
H  -1.370772  -2.292873  -0.160947  0.21
H  -0.929527  -1.721898  -1.825315  0.24
H  -0.434410  -3.192233  -1.056246  0.24
H  1.865685  0.063592  3.049250  0.24
H  2.798854  -0.848474  1.966743  0.24
H  3.217901  0.854178  1.924124  0.26
H  1.114756  -0.958871  -1.088219  0.23
H  1.094237  -2.293411  0.078392  0.27
H  1.671724  0.986299  0.084152  0.24
H  0.722249  1.565097  1.449529  0.27
H  -0.382963  -0.599832  1.149587  0.39

Atomic forces in eV per Å
C 0.9 -0.3 0.7
C -0.4 0.0 -0.5
C -2.1 -1.9 2.3
C 0.8 1.5 -3.0
C -0.1 2.5 -1.4
C 0.9 0.3 -1.1
C -0.5 4.6 -0.4
C 0.6 0.0 -1.9
C 0.0 0.3 -1.1
C 1.6 -1.1 -0.9
N -2.8 -1.8 2.2
O -0.7 0.5 3.5
S 0.2 -0.2 -0.7
H -0.1 -0.1 0.4
H 0.2 0.5 0.5
H 1.0 0.5 -1.0
H -0.5 -0.5 0.3
H 0.0 -3.0 -0.1
H -1.5 0.4 0.9
H -0.3 -0.4 0.6
H 1.5 -3.4 -0.9
H 0.1 0.8 0.8
H -0.6 0.5 -0.8
H -1.0 -0.4 1.1
H 1.3 -0.2 -1.5
H 1.6 -0.2 1.1
H 1.0 0.7 0.1
H -0.3 -0.6 0.0
H -0.5 0.7 0.6



no.,F_max (Eh/bohr),electronic energy (a.u.)
1,0.0300,-3912.9554
2,0.0852,-570.6610
3,0.2680,-511.4408
4,0.0905,-918.3359